Molecular formula: C33H42N3O6OsP2S2
Method: DFT, ωB97M-V/def2-TZVPD

```
89
Properties=species:S:1:pos:R:3:forces:R:3
Os -0.797 0.232 -0.339 1.117 -4.456 0.930
C 1.992 0.100 7.272 0.055 -0.026 0.106
C 1.192 -0.876 6.702 0.020 -0.165 0.125
C 0.668 -0.700 5.434 0.030 -0.001 -0.034
C 0.930 0.463 4.717 -0.160 0.116 -0.135
C 1.726 1.442 5.307 -0.056 -0.009 -0.097
C 2.261 1.262 6.569 0.140 0.034 0.109
P 0.177 0.862 3.073 0.539 -0.386 0.425
C -1.208 -0.336 3.157 0.192 0.216 -0.142
C -1.172 -1.606 2.596 0.008 0.058 0.262
C -2.288 -2.420 2.689 -0.091 -0.268 -0.063
C -3.436 -1.976 3.317 -0.097 -0.122 0.002
C -3.464 -0.721 3.901 -0.120 0.059 0.102
C -2.351 0.092 3.826 0.056 -0.009 -0.141
C 1.381 0.043 1.929 -0.097 0.166 -0.011
C 2.669 -0.240 2.388 -0.082 -0.103 0.090
C 3.658 -0.655 1.517 0.223 0.045 0.024
C 3.385 -0.758 0.165 -0.035 -0.115 -0.033
C 2.108 -0.486 -0.298 -0.045 -0.111 -0.129
C 1.079 -0.098 0.563 0.253 0.721 0.397
H 2.401 -0.046 8.262 0.025 0.006 0.075
H 0.976 -1.784 7.250 -0.005 -0.035 0.021
H 0.043 -1.469 5.004 -0.033 -0.043 -0.021
H 1.917 2.356 4.760 0.014 0.098 -0.030
H 2.885 2.026 7.012 0.026 0.069 0.003
H -0.274 -1.959 2.108 0.001 0.023 -0.035
H -2.269 -3.413 2.264 -0.008 -0.077 -0.049
H -4.314 -2.605 3.348 -0.048 -0.071 0.022
H -4.360 -0.379 4.401 -0.023 0.048 0.023
H -2.362 1.078 4.269 -0.049 0.124 -0.019
H 2.900 -0.132 3.439 0.044 -0.033 0.010
H 4.650 -0.871 1.891 0.052 -0.007 0.041
H 4.164 -1.051 -0.528 -0.003 0.002 -0.041
H 1.917 -0.564 -1.363 -0.063 0.055 -0.011
C 1.706 5.224 -1.172 0.398 -0.028 -0.233
N 0.674 4.435 -0.547 -0.218 -0.319 -0.091
C -0.280 4.994 0.235 -0.256 -0.083 0.332
C -1.154 4.241 0.930 0.012 0.157 0.000
C -1.069 2.806 0.806 -0.087 0.514 0.343
O -1.711 2.010 1.508 -0.220 -0.114 -0.828
N -0.202 2.300 -0.110 -0.881 -0.616 -0.115
C 0.731 3.036 -0.733 1.055 0.343 -0.476
O 1.631 2.571 -1.410 -0.059 0.147 0.077
H 1.416 6.273 -1.194 -0.102 -0.043 0.023
H 1.870 4.858 -2.186 -0.009 0.102 0.078
H 2.648 5.126 -0.624 -0.038 0.013 -0.070
H -0.283 6.077 0.280 0.027 -0.043 0.005
H -1.905 4.666 1.571 -0.060 0.079 0.049
C -2.772 -2.828 -1.194 0.164 -0.017 -0.076
C -1.231 -2.739 -1.161 -1.165 -1.763 -0.045
C -0.687 -2.783 -2.599 0.054 0.622 0.354
C -0.644 -3.944 -0.390 0.049 0.476 0.040
N -0.932 -1.539 -0.508 0.771 4.592 -1.191
H -3.091 -3.755 -1.666 -0.033 -0.147 -0.058
H -3.157 -1.982 -1.758 -0.092 0.044 -0.020
H -3.170 -2.772 -0.185 -0.081 -0.003 0.095
H -0.929 -3.739 -3.064 -0.071 -0.095 0.152
H 0.391 -2.650 -2.591 0.129 0.033 -0.048
H -1.121 -1.981 -3.184 0.020 0.113 -0.112
H -0.920 -4.873 -0.885 -0.046 -0.009 -0.046
H -1.020 -3.956 0.627 -0.045 -0.088 0.161
H 0.441 -3.865 -0.353 0.098 -0.022 -0.006
C 4.164 1.615 -4.759 -0.375 -0.084 0.140
C 2.744 1.782 -4.224 0.435 0.534 0.132
C 2.116 3.063 -4.744 -0.003 -0.182 0.099
O 2.034 0.616 -4.635 -0.584 -0.603 -0.144
P 0.432 0.453 -4.851 0.056 0.162 -0.693
S -0.192 1.355 -6.510 0.098 -0.210 0.736
S -0.649 0.916 -3.222 -0.271 0.092 0.369
O 0.358 -1.147 -5.000 -0.177 0.275 0.494
C 1.127 -2.032 -5.807 0.314 -0.230 -0.311
C 2.366 -2.479 -5.041 -0.297 0.066 -0.014
C 1.486 -1.453 -7.166 -0.210 -0.107 0.117
H 4.810 2.398 -4.369 0.063 0.101 0.051
H 4.151 1.674 -5.846 0.044 -0.023 -0.105
H 4.566 0.648 -4.463 0.082 -0.087 0.028
H 2.746 1.804 -3.128 -0.023 -0.060 -0.221
H 2.050 3.043 -5.830 -0.036 0.038 -0.017
H 2.720 3.913 -4.436 0.120 0.116 0.116
H 1.114 3.166 -4.333 -0.086 0.160 -0.039
H 0.457 -2.893 -5.950 0.137 0.119 0.007
H 2.992 -1.615 -4.837 0.109 0.034 0.021
H 2.926 -3.208 -5.624 0.072 -0.089 -0.073
H 2.074 -2.933 -4.098 0.050 -0.043 0.105
H 2.143 -0.596 -7.044 0.066 0.067 -0.081
H 0.587 -1.123 -7.682 0.046 0.048 -0.064
H 1.985 -2.214 -7.762 0.105 -0.116 -0.037
O -2.533 0.804 -0.756 -1.446 0.353 -0.701
O -3.628 0.391 -0.225 0.621 0.017 0.014
```
Forces are in eV/Å.

Computed properties:
LUMO (alpha / beta): 0.82 / 0.81 eV
Kohn-Sham gap (alpha / beta): 0.195 / 0.195 hartree
F_max: 0.093 hartree/bohr
total charge: -1
HOMO level (alpha / beta): -4.47 / -4.50 eV

List of Mulliken charges in e, atom by atom: number 1, Os, carries 0.041; number 2, C, carries -0.433; number 3, C, carries -0.786; number 4, C, carries -0.039; number 5, C, carries -0.263; number 6, C, carries 0.144; number 7, C, carries -0.657; number 8, P, carries 0.201; number 9, C, carries 0.158; number 10, C, carries 0.457; number 11, C, carries -0.891; number 12, C, carries -0.705; number 13, C, carries -0.709; number 14, C, carries -0.480; number 15, C, carries 1.834; number 16, C, carries -0.433; number 17, C, carries -0.885; number 18, C, carries -0.865; number 19, C, carries 0.204; number 20, C, carries -1.611; number 21, H, carries 0.367; number 22, H, carries 0.396; number 23, H, carries 0.388; number 24, H, carries 0.379; number 25, H, carries 0.391; number 26, H, carries 0.623; number 27, H, carries 0.400; number 28, H, carries 0.390; number 29, H, carries 0.369; number 30, H, carries 0.347; number 31, H, carries 0.361; number 32, H, carries 0.381; number 33, H, carries 0.436; number 34, H, carries 0.376; number 35, C, carries -0.803; number 36, N, carries 0.262; number 37, C, carries 0.051; number 38, C, carries -1.325; number 39, C, carries 1.140; number 40, O, carries -0.472; number 41, N, carries -0.010; number 42, C, carries -0.176; number 43, O, carries -0.606; number 44, H, carries 0.344; number 45, H, carries 0.120; number 46, H, carries 0.277; number 47, H, carries 0.324; number 48, H, carries 0.494; number 49, C, carries -1.802; number 50, C, carries 1.934; number 51, C, carries -1.794; number 52, C, carries -1.529; number 53, N, carries 0.341; number 54, H, carries 0.454; number 55, H, carries 0.411; number 56, H, carries 0.339; number 57, H, carries 0.479; number 58, H, carries 0.181; number 59, H, carries 0.304; number 60, H, carries 0.459; number 61, H, carries 0.238; number 62, H, carries 0.364; number 63, C, carries -1.722; number 64, C, carries 1.328; number 65, C, carries -1.626; number 66, O, carries 0.018; number 67, P, carries 0.520; number 68, S, carries -0.504; number 69, S, carries -0.385; number 70, O, carries -0.361; number 71, C, carries 0.639; number 72, C, carries -0.966; number 73, C, carries -1.552; number 74, H, carries 0.453; number 75, H, carries 0.355; number 76, H, carries 0.357; number 77, H, carries -0.249; number 78, H, carries 0.425; number 79, H, carries 0.400; number 80, H, carries 0.377; number 81, H, carries 0.366; number 82, H, carries -0.039; number 83, H, carries 0.483; number 84, H, carries 0.258; number 85, H, carries 0.192; number 86, H, carries 0.351; number 87, H, carries 0.510; number 88, O, carries -0.096; number 89, O, carries -0.420